Entry from the OMol25 dataset: C6H21O5Ti2 as an isolated structure at a distorted geometry (ωB97M-V/def2-TZVPD).

Last column: Löwdin charge in e.
Cartesian coordinates (Å):
Ti 2.45305 -1.13694 -2.78809  0.926
Ti -0.20437 0.68383 -3.55358  0.898
O 0.89528 0.18655 -1.53250  -0.527
H 0.54446 0.30119 -0.62789  -0.011
C -1.07611 -2.22314 -2.63510  -0.151
O -1.42890 -1.08333 -1.86917  -0.171
H -0.49244 -2.85152 -1.96237  0.087
H -1.97316 -2.77726 -2.91142  0.106
H -0.53618 -2.11071 -3.57528  0.051
H -0.60679 -0.64903 -1.63019  -0.049
C 2.42649 -1.97727 0.88366  -0.092
O 1.54425 -2.12225 -0.22793  -0.184
H 2.64410 -2.93856 1.34913  0.107
H 3.26564 -1.44760 0.43267  0.089
H 1.96643 -1.32241 1.62367  0.069
H 1.21891 -1.26332 -0.50723  -0.031
C -0.11491 3.73526 0.64671  -0.064
C 1.00292 2.71272 0.60593  -0.282
O 1.42075 2.66163 -0.78109  -0.077
H -0.92371 3.32853 0.03967  0.079
H 0.22453 4.73638 0.38093  0.098
H -0.42018 3.77613 1.69229  0.080
H 0.60612 1.73450 0.87748  0.063
H 1.79482 3.04330 1.27801  0.128
H 1.37246 1.73604 -1.03119  -0.019
C -2.65970 -0.78543 1.48496  0.007
C -1.18363 -0.54972 1.65642  -0.186
O -0.95641 -0.06380 2.93805  0.261
H -3.13092 -1.66170 1.93018  0.118
H -2.91718 -0.89595 0.43159  0.098
H -3.21277 0.06083 1.89247  0.113
H -0.78844 0.23395 1.01005  0.125
H -0.63353 -1.47857 1.50566  0.188
H -0.12090 0.40767 2.97346  0.155

Results
DFT total energy ... -63003.43258 eV
Maximum force ... 2.6 eV/Å
<S²> ... 15.756
Frontier orbital gap (alpha / beta) ... 5.94 / 3.12 eV
Charge ... +2
2S+1 ... 8